Here is a molecular structure, C6H29O16Zn at a distorted geometry from OMol25. Energies are from ωB97M-V with the def2-TZVPD basis set.

The geometry in XYZ format:
```
52
Properties=species:S:1:pos:R:3:forces:R:3
Zn -15.5413 -0.6252 2.6344 0.068 0.439 -0.315
C -10.5452 -1.7965 4.2828 -0.352 -0.659 0.034
C -10.3954 -0.3082 3.9639 0.727 0.274 -0.254
O -11.4361 0.3853 3.7577 -1.164 0.029 -0.114
O -9.2313 0.1031 3.8577 -0.141 -0.080 0.224
H -9.9312 -2.3396 3.5611 -0.054 -0.050 -0.048
H -11.5733 -2.1675 4.2410 -0.057 0.176 -0.220
H -10.1699 -2.1031 5.2612 0.199 0.434 0.065
C -17.9852 2.4342 2.8711 -1.004 0.148 -0.892
C -17.3703 1.0907 2.6364 0.643 -0.898 1.362
O -17.3668 0.2499 3.5905 -0.009 -0.068 0.123
O -16.7035 0.8170 1.6111 0.049 0.399 -0.672
H -18.2687 2.8359 1.8969 0.443 0.426 0.093
H -17.2843 3.0661 3.4116 0.139 0.067 -0.259
H -18.9133 2.4141 3.4413 0.170 -0.430 0.257
C -12.1324 -1.6272 0.6144 -0.869 -0.178 -0.196
C -13.4689 -1.4982 1.3028 -0.147 0.830 1.117
O -14.2189 -0.4979 1.0331 0.321 -0.419 -0.305
O -13.8356 -2.2635 2.2346 0.202 -0.250 -0.478
H -11.3761 -1.9244 1.3355 0.060 -0.128 -0.137
H -11.8624 -0.6978 0.1202 0.070 0.027 0.090
H -12.3023 -2.3627 -0.1746 0.465 -0.233 0.037
O -14.2004 0.3843 3.7537 -0.009 0.317 0.341
H -14.3171 1.0509 4.4362 -0.153 -0.058 -0.073
H -13.2266 0.3012 3.6352 0.975 -0.143 0.066
O -12.2967 2.0339 0.8885 0.031 0.294 -0.050
H -11.8328 2.3187 1.6868 0.030 -0.284 -0.010
H -12.4337 1.0885 1.0148 -0.134 0.065 0.179
O -12.0428 -5.1701 1.4356 0.204 0.080 0.039
H -11.6201 -4.4441 1.9120 -0.073 -0.060 0.045
H -12.8306 -5.3737 1.9592 -0.044 0.006 0.013
O -15.0815 2.9988 -0.2055 0.064 0.071 -0.126
H -15.2153 2.1149 0.1606 -0.110 0.035 0.119
H -14.1706 3.2166 0.0277 0.028 -0.247 0.090
O -14.1301 -4.7045 3.4807 0.243 0.075 -0.272
H -15.0841 -4.6403 3.5713 -0.008 -0.025 -0.093
H -13.8923 -3.9156 2.9419 -0.214 0.090 0.307
O -8.8291 -2.8592 -1.2335 -0.233 -0.266 0.276
H -9.5792 -3.4868 -1.1713 0.411 0.162 -0.122
H -8.4663 -2.9969 -2.1131 -0.073 0.134 -0.020
O -15.6788 -1.9903 4.2844 -0.526 -0.613 0.452
H -15.0138 -2.2315 4.9412 0.275 0.145 -0.353
H -16.5092 -2.3560 4.6107 -0.068 0.317 -0.068
O -14.3689 -0.0804 -1.7464 0.232 -0.053 0.042
H -14.2024 0.8622 -1.8596 -0.078 -0.025 0.079
H -14.1675 -0.2530 -0.8073 -0.311 0.228 -0.216
O -9.8416 -1.0520 -3.0689 -0.133 0.298 -0.209
H -10.0737 -1.2320 -2.1492 0.280 -0.159 -0.010
H -9.8737 -0.0935 -3.1513 -0.062 -0.064 0.004
O -10.9296 -4.6294 -1.1268 -0.304 -0.273 0.260
H -11.3023 -4.8708 -0.2567 -0.051 0.010 -0.155
H -11.3372 -5.2402 -1.7468 0.053 0.089 -0.047
```
Positions in Å, forces in eV/Å.

As for the HOMO energy: -5.4 eV. Its LUMO energy is 1.6 eV. Its total charge is -1. For the molar mass, the calculation gives 422.67 g mol⁻¹.